C9H9BrN3O | the ωB97M-V functional and the def2-TZVPD basis

```
23
Properties=species:S:1:pos:R:3:forces:R:3
C -1.96106 2.30771 -2.18654 0.9 -1.0 0.6
H 2.15355 -4.38141 1.86658 -0.6 0.6 -0.1
H -3.54359 2.87214 -0.76372 -2.2 1.9 -0.7
H 0.83890 -3.02945 0.37966 0.8 0.6 1.1
C -2.45569 1.46610 0.01272 2.4 0.4 0.3
H 3.03373 -1.45464 2.50676 0.6 -0.5 0.3
N 2.20746 -0.90000 2.45119 0.0 1.6 0.5
C -0.35696 0.92534 -1.05533 -0.4 -0.6 1.0
N 1.37088 -2.67416 1.20452 -0.6 0.1 0.2
C 0.70942 0.02810 -1.13027 2.4 -0.3 3.3
H -0.14326 1.63214 -3.09922 -0.5 -0.5 1.3
N -0.83220 -0.01544 1.04921 0.2 -1.3 2.3
H 0.38592 -0.87163 -1.50796 0.1 -2.3 -1.2
C -0.74548 1.55831 -2.15009 -1.6 3.4 -4.1
Br 2.44347 0.64105 -1.55295 -0.4 -0.4 0.1
H -3.07165 1.48442 0.88646 -0.3 -0.3 0.3
C 0.23319 -0.63780 0.98458 1.2 2.0 -3.1
C 1.28254 -1.37440 1.63192 -0.7 -1.4 -0.6
C -1.23357 0.78873 0.00916 -1.7 0.7 0.1
C -2.68906 2.37237 -1.01420 0.6 -2.2 0.1
O 2.40974 -3.45406 1.69895 0.5 0.6 -0.4
H 2.29066 0.05587 2.91369 -0.8 -1.8 -1.3
H -2.32695 2.66075 -3.13513 0.1 0.7 0.0
```
Forces are in eV/Å.

SMILES string: NC(=C=[N+]=C1C=CC=C/C1=C\Br)NO
E: -3161.45176 Ha
HOMO-LUMO gap (alpha / beta): 0.271 / 0.271 Ha
lowest unoccupied orbital energy (alpha / beta): -4.44 / -4.44 eV
total charge: +1
HOMO (alpha / beta): -11.81 / -11.81 eV